1.
The following is a DFT calculation (ωB97M-V with the def2-TZVPD basis set) of a cluster of 2 separate species, C3H10S3 in total in a non-equilibrium geometry.

Structure (XYZ):
```
16
Properties=species:S:1:pos:R:3:nbo_charge:R:1
S -2.241 -0.068 -0.323 0.04
S 2.025 -0.917 -0.381 0.16
S -0.927 1.392 0.382 -0.15
C 3.006 0.388 -1.276 -0.74
C -3.861 0.223 0.656 -0.72
C 2.925 -1.470 1.015 -0.76
H 3.337 -0.583 1.564 0.22
H 2.581 1.454 -1.126 0.22
H -4.368 1.082 0.069 0.21
H 2.716 -0.036 -2.247 0.23
H -0.184 0.425 0.999 0.15
H 4.094 0.398 -1.036 0.23
H -3.768 0.586 1.688 0.23
H 2.207 -1.796 1.683 0.23
H -4.445 -0.701 0.382 0.23
H 3.674 -2.191 0.795 0.21
```

## Properties
LUMO energy ... 0.62 eV
Multiplicity ... 1
Energy above the lowest of the compared OMol25 structures with the same formula, charge and spin ... 27.2 kcal per mole
Frontier orbital gap ... 9.01 eV

***

2.
The following is a DFT calculation (ωB97M-V with the def2-TZVPD basis set) of a structure of composition C35H32ClFNO4PSV.

Structure (XYZ):
```
77
Properties=species:S:1:pos:R:3:mulliken_spin:R:1
V -0.547 -0.285 0.142 1.16
Cl -0.641 -2.828 -0.495 0.00
S -2.906 0.699 -1.950 0.01
P 1.830 -0.785 -0.217 0.03
F -5.618 0.176 1.520 -0.01
O 0.826 3.160 0.947 0.01
O -4.312 0.662 -1.740 0.00
O -2.142 -0.189 -1.045 0.02
O -0.173 1.417 0.007 0.04
N -2.419 2.217 -1.694 0.00
C 2.340 0.323 -1.553 -0.03
C 3.561 2.175 -2.471 0.00
C -3.474 0.952 1.986 0.02
C 3.427 -4.110 -1.965 0.00
C -1.650 -0.662 2.040 0.08
C 0.977 -3.314 -1.033 0.01
C 2.038 -2.434 -0.915 -0.02
C 4.515 -0.275 3.445 0.00
C -0.219 -0.914 2.069 -0.21
C 2.927 0.617 1.876 0.00
C 3.694 -1.668 1.666 0.00
C -3.922 -1.419 1.603 0.02
C -4.341 -0.094 1.696 -0.04
C -2.419 0.266 -3.570 0.00
C -2.793 1.115 -4.607 0.00
C -1.430 -1.249 -5.128 0.00
C -2.588 -1.695 1.773 -0.03
C 1.091 -4.575 -1.585 0.00
C -1.135 2.759 -2.162 0.00
C 2.338 -4.970 -2.047 0.00
C 3.731 0.779 2.992 0.00
C 2.898 2.018 -3.679 0.00
C 3.285 1.330 -1.402 0.00
C 0.142 2.741 0.066 0.00
C 3.277 -2.852 -1.409 0.00
C -1.747 -0.922 -3.821 0.00
C -1.474 -0.791 -7.604 0.00
C 1.953 1.007 -3.832 0.01
C 2.921 -0.607 1.198 0.00
C -0.413 3.547 -1.082 0.00
C -1.784 -0.413 -6.187 0.00
C 4.492 -1.496 2.788 0.00
C 1.673 0.165 -2.771 0.03
C -2.467 0.773 -5.904 0.00
C -2.136 0.666 2.156 -0.04
H -3.865 1.954 2.087 0.00
H 3.681 -2.628 1.167 0.00
H 2.304 1.442 1.547 0.00
H -1.058 4.316 -0.650 0.00
H -0.641 -1.489 -7.659 0.00
H 0.431 4.088 -1.515 0.00
H -0.909 -2.176 -5.333 0.00
H -2.754 1.430 -6.715 0.00
H -1.441 1.459 2.405 0.00
H -2.246 -2.722 1.743 0.00
H -1.240 0.086 -8.205 0.00
H 4.392 -4.422 -2.338 0.00
H 5.140 -0.145 4.319 0.00
H 0.399 -0.171 2.568 0.00
H -1.310 3.411 -3.020 0.00
H 4.304 2.952 -2.357 0.00
H -4.651 -2.194 1.410 0.00
H 3.741 1.728 3.510 0.00
H 0.118 -1.933 2.220 0.00
H 2.455 -5.954 -2.480 0.00
H 4.126 -2.180 -1.355 0.00
H 0.947 -0.632 -2.904 -0.02
H 0.235 -5.231 -1.656 0.00
H 1.445 0.871 -4.779 0.00
H -1.489 -1.589 -3.008 0.00
H -3.208 2.849 -1.637 0.00
H -2.343 -1.274 -8.055 0.00
H -0.516 1.933 -2.513 0.00
H -3.337 2.030 -4.406 0.00
H 3.815 1.457 -0.468 0.00
H 3.126 2.674 -4.509 0.00
H 5.094 -2.319 3.147 0.00
```

## Properties
LUMO energy (alpha / beta) ... -7.02 / -6.38 eV
Charge ... +2
Multiplicity ... 2
Energy above the lowest of the compared OMol25 structures with the same formula, charge and spin ... 0.0 kcal per mole
Frontier orbital gap (alpha / beta) ... 7.41 / 8.03 eV

***

3.
The following is a DFT calculation (ωB97M-V with the def2-TZVPD basis set) of a structure of composition C60H48NO2P3PtSSi in a non-equilibrium geometry.

Structure (XYZ):
```
117
Properties=species:S:1:pos:R:3:mulliken_charge:R:1
Pt 0.108 0.146 0.105 3.08
S 1.072 0.787 -3.288 0.59
P -0.257 -1.783 1.567 1.43
P 1.647 1.461 1.409 0.19
P -1.824 -0.065 -1.251 -0.45
Si -1.361 1.180 1.557 0.90
O 2.054 -0.734 -0.777 -0.28
O 2.556 -0.622 -2.967 -0.50
N 2.328 -0.040 -5.471 0.10
C 2.503 0.700 2.810 1.00
C 4.245 -0.718 3.684 -0.89
C -5.480 1.492 1.057 -0.93
C -0.835 -1.156 5.574 -0.94
C 3.375 3.595 -1.564 -0.72
C 2.879 1.201 -7.393 -0.75
C 2.879 -5.049 2.374 -0.80
C 0.623 -4.238 2.518 -0.65
C 1.564 -5.213 2.792 -0.88
C -2.743 -4.643 0.058 -0.81
C -1.747 -2.739 1.151 0.72
C -3.315 0.434 -0.329 0.41
C 2.888 0.022 -6.699 -0.22
C -4.205 1.593 1.583 -0.34
C -1.599 0.788 4.386 -0.97
C -3.984 -4.290 0.572 -0.84
C -3.261 -3.447 -3.107 -0.89
C -2.083 -4.025 -3.554 -0.79
C 3.739 -0.553 4.965 -0.92
C 0.725 2.901 2.055 -0.14
C 0.642 5.133 2.922 -0.92
C -3.106 1.074 0.895 1.20
C -0.674 2.880 1.933 1.05
C -2.521 1.820 -4.835 -0.77
C -1.758 2.512 -2.260 0.12
C -3.229 -2.274 -2.367 -0.42
C 2.304 2.322 -6.784 -0.33
C 2.760 -0.946 -1.772 -0.75
C 2.009 0.875 4.103 -1.15
C 3.632 -0.096 2.610 -0.77
C 4.699 3.724 -1.164 -0.73
C -0.741 5.134 2.779 -0.78
C -2.306 3.152 -4.507 -0.71
C -2.011 -1.664 -2.078 1.23
C -1.205 0.221 3.172 0.80
C -1.927 3.498 -3.216 -0.91
C -0.635 -1.054 3.186 0.70
C -1.422 0.103 5.576 -0.91
C -4.593 0.388 -0.886 -0.75
C 5.125 3.133 0.016 -0.88
C -0.863 -3.439 -3.240 -0.58
C -2.353 0.830 -3.879 -0.60
C 1.765 1.021 -4.833 0.06
C -1.966 1.173 -2.588 1.00
C 0.991 -3.074 1.829 0.66
C -1.397 4.014 2.294 -0.79
C 2.623 0.245 5.174 -0.70
C -4.111 -3.158 1.362 -0.69
C -5.670 0.900 -0.186 -1.28
C 1.767 2.240 -5.515 -0.71
C 2.308 -2.922 1.412 -0.34
C 3.247 -3.908 1.683 -0.92
C 2.914 2.255 0.382 1.15
C 4.235 2.407 0.795 -0.52
C 2.487 2.866 -0.793 -0.36
C -2.995 -2.390 1.662 -0.79
C 1.381 4.020 2.555 -0.61
C -1.633 -3.865 0.332 -0.84
C -0.827 -2.266 -2.506 -0.40
C -0.443 -1.740 4.381 -0.86
H 5.123 -1.330 3.522 0.49
H 4.223 -1.036 5.803 0.44
H 0.026 -2.713 4.391 0.51
H 1.146 6.009 3.305 0.46
H 6.151 3.244 0.339 0.48
H -0.400 -4.387 2.836 0.61
H -4.158 -1.866 -1.996 0.22
H 1.329 3.098 -5.026 0.50
H -5.074 -2.885 1.773 0.50
H -0.670 -4.152 -0.070 0.60
H 2.461 4.037 2.637 0.59
H -2.833 1.552 -5.835 0.49
H -2.447 3.922 -5.253 0.46
H -2.018 1.787 4.412 0.39
H 3.033 4.076 -2.470 0.48
H -1.467 2.791 -1.251 0.17
H 3.317 1.251 -8.377 0.43
H -4.850 -4.904 0.363 0.45
H 2.359 -0.908 -4.951 0.20
H 3.714 -1.485 -1.589 0.39
H 1.271 -6.106 3.327 0.46
H 5.394 4.294 -1.764 0.43
H 4.035 -0.225 1.614 0.49
H -2.639 -5.527 -0.556 0.48
H -2.112 -4.939 -4.130 0.38
H -4.212 -3.914 -3.322 0.47
H -2.475 4.032 2.193 0.50
H 1.451 2.790 -1.099 0.43
H -1.724 0.555 6.511 0.44
H 2.591 -2.040 0.855 0.10
H 3.323 -0.892 -7.072 0.49
H -4.070 2.074 2.545 0.47
H 3.611 -5.816 2.585 0.44
H -1.306 6.016 3.048 0.47
H 2.232 0.385 6.172 0.51
H -6.660 0.854 -0.617 0.47
H -3.104 -1.536 2.318 0.33
H -2.517 -0.206 -4.147 0.45
H 2.297 3.269 -7.305 0.47
H -6.325 1.891 1.601 0.48
H -0.678 -1.682 6.505 0.46
H 4.580 1.972 1.723 0.51
H 4.268 -3.782 1.351 0.51
H -4.755 -0.007 -1.880 0.54
H 1.147 1.503 4.280 0.30
H 0.129 -1.823 -2.251 0.08
H 0.061 -3.905 -3.556 0.53
H -1.774 4.535 -2.953 0.53
```

## Properties
LUMO energy ... -7.38 eV
Charge ... +2
Multiplicity ... 1
Frontier orbital gap ... 3.72 eV

***

no.,total energy (hartree)
1,-1314.804723
2,-3951.777819
3,-4351.133638